{"formula": "C5H7N", "method": "wB97M-V/def2-TZVPD", "smiles": "C1=C[C@H]2N[C@H]2C1", "total_charge": 0, "orbital_gap_ha": 0.3654, "max_force_ev_per_a": 1.742, "homo_ev": -8.78, "elements": ["C", "C", "C", "C", "N", "C", "H", "H", "H", "H", "H", "H", "H"], "positions_angstrom": [[0.11, 0.92, -0.89], [0.31, -0.54, -1.18], [-0.13, -1.32, -0.19], [-0.42, -0.60, 1.07], [0.53, 0.37, 1.64], [-0.40, 0.86, 0.67], [-0.75, 1.36, -1.39], [0.96, 1.47, -1.39], [0.87, -0.94, -2.02], [-0.39, -2.37, -0.32], [-0.94, -1.17, 1.85], [1.44, 0.40, 1.20], [-1.19, 1.56, 0.97]], "nbo_charge": [-0.4832, -0.2008, -0.2095, -0.1463, -0.5667, -0.0451, 0.2220, 0.2311, 0.2114, 0.2129, 0.2203, 0.3480, 0.2060]}

{"formula": "C5H7N", "method": "wB97M-V/def2-TZVPD", "smiles": "CC1=CCN=C1", "total_charge": 0, "orbital_gap_ha": 0.3804, "max_force_ev_per_a": 0.346, "homo_ev": -9.33, "elements": ["C", "C", "C", "N", "C", "C", "H", "H", "H", "H", "H", "H", "H"], "positions_angstrom": [[1.89, 0.05, 0.19], [0.40, -0.03, 0.08], [-0.35, -1.22, -0.38], [-1.62, -1.06, -0.43], [-1.87, 0.32, -0.04], [-0.53, 0.90, 0.32], [2.20, 0.68, 1.02], [2.34, -0.94, 0.33], [2.32, 0.47, -0.73], [0.11, -2.17, -0.65], [-2.30, 0.83, -0.91], [-2.62, 0.37, 0.76], [-0.38, 1.91, 0.68]], "nbo_charge": [-0.6387, -0.0845, 0.0529, -0.3784, -0.3092, -0.1795, 0.2247, 0.2182, 0.2252, 0.1891, 0.2359, 0.2296, 0.2147]}

{"formula": "C5H7N", "method": "wB97M-V/def2-TZVPD", "smiles": "Cc1ccc[nH]1", "total_charge": 0, "orbital_gap_ha": 0.3356, "max_force_ev_per_a": 0.798, "homo_ev": -8.06, "elements": ["C", "C", "N", "C", "C", "C", "H", "H", "H", "H", "H", "H", "H"], "positions_angstrom": [[1.06, 0.92, -0.89], [1.36, 0.78, 0.42], [0.37, 0.01, 1.01], [-0.51, -0.39, 0.03], [-0.14, 0.19, -1.15], [-1.75, -1.17, 0.33], [1.64, 1.45, -1.64], [2.13, 1.21, 1.04], [0.60, -0.55, 1.81], [-0.60, -0.12, -2.07], [-2.42, -0.55, 0.94], [-2.34, -1.35, -0.56], [-1.53, -2.06, 0.91]], "nbo_charge": [-0.2919, -0.0806, -0.5273, 0.1382, -0.3112, -0.6388, 0.2202, 0.2090, 0.4043, 0.2184, 0.2187, 0.2292, 0.2117]}

{"formula": "C5H7N", "method": "wB97M-V/def2-TZVPD", "total_charge": 0, "orbital_gap_ha": [0.3343, 0.2666], "max_force_ev_per_a": 1.140, "homo_ev": [-8.81, -7.09], "elements": ["C", "C", "C", "C", "N", "C", "H", "H", "H", "H", "H", "H", "H"], "positions_angstrom": [[-0.89, -0.45, 0.87], [-0.04, -1.20, -0.13], [-0.91, 0.48, -0.26], [0.50, 0.91, -0.63], [1.21, 1.56, 0.40], [1.02, -0.46, -0.67], [-1.86, -0.92, 1.08], [-0.38, -0.18, 1.80], [-0.22, -2.26, -0.30], [-1.84, 0.79, -0.74], [0.55, 1.45, -1.58], [0.95, 1.11, 1.28], [1.92, -0.85, -1.13]], "nbo_charge": [-0.4752, -0.1684, -0.0942, -0.1939, -0.5285, -0.1404, 0.2273, 0.2036, 0.2243, 0.2226, 0.2028, 0.2948, 0.2252]}

{"formula": "C5H7N", "method": "wB97M-V/def2-TZVPD", "smiles": "C[C@H]1C2=N[C@@]21C", "total_charge": 0, "orbital_gap_ha": 0.3348, "max_force_ev_per_a": 3.861, "homo_ev": -8.42, "elements": ["C", "C", "C", "C", "C", "N", "H", "H", "H", "H", "H", "H", "H"], "positions_angstrom": [[-2.03, -1.02, 0.52], [-0.68, -1.00, -0.35], [-1.33, 0.32, -0.37], [0.71, -1.29, 0.05], [-0.74, 1.58, 0.10], [-2.60, -0.04, -0.04], [-1.13, -1.65, -1.25], [1.12, -0.77, 0.96], [1.43, -1.01, -0.66], [0.94, -2.39, 0.09], [0.37, 1.54, -0.08], [-0.88, 1.67, 1.27], [-1.40, 2.42, -0.36]], "nbo_charge": [0.1779, -0.2989, 0.2270, -0.6547, -0.6866, -0.4556, 0.2607, 0.2237, 0.2306, 0.2397, 0.2325, 0.2426, 0.2611]}

{"formula": "C5H7N", "method": "wB97M-V/def2-TZVPD", "smiles": "CC#C[C@H]1CN1", "total_charge": 0, "orbital_gap_ha": 0.3655, "max_force_ev_per_a": 0.613, "homo_ev": -8.96, "elements": ["C", "C", "C", "C", "C", "N", "H", "H", "H", "H", "H", "H", "H"], "positions_angstrom": [[0.76, 0.41, -2.51], [0.11, 0.62, -1.21], [-0.41, 0.58, -0.12], [-1.01, 0.00, 1.06], [-0.08, -0.89, 1.80], [-0.66, 0.27, 2.45], [0.85, 1.31, -3.11], [0.18, -0.33, -3.07], [1.76, -0.01, -2.36], [-2.05, -0.29, 0.94], [0.95, -0.82, 1.47], [-0.40, -1.88, 2.12], [0.02, 1.02, 2.55]], "nbo_charge": [-0.6854, 0.0271, -0.0660, -0.1500, -0.2332, -0.5681, 0.2344, 0.2378, 0.2335, 0.2201, 0.1950, 0.1970, 0.3578]}